1.
{"formula": "C2H7N3", "method": "ωB97M-V with the def2-TZVPD basis set", "homo_ha": -0.3518, "lumo_ha": 0.03179, "multiplicity": 1, "homo_lumo_gap_ev": 10.44, "elements": ["H", "N", "C", "N", "C", "N", "H", "H", "H", "H", "H", "H"], "xyz": [[-1.88, -0.90, 0.94], [-1.03, -1.02, 0.44], [-0.40, 0.11, 0.31], [-0.86, 1.34, 0.84], [0.99, 0.12, -0.37], [1.27, -1.20, -1.02], [-1.82, 1.38, 1.11], [-0.63, 2.20, 0.31], [1.73, 0.29, 0.42], [1.08, 1.03, -1.04], [0.45, -1.40, -1.62], [1.11, -1.95, -0.33]], "lowdin_charge": [0.0213, 0.0963, -0.4648, 0.0830, -0.2262, -0.0322, 0.0727, 0.1017, 0.1092, 0.1190, 0.0582, 0.0618]}

=====

2.
{"formula": "C2H7N3O", "method": "ωB97M-V with the def2-TZVPD basis set", "homo_ha": [-0.2850, -0.2886], "lumo_ha": [0.01769, 0.01366], "multiplicity": 1, "homo_lumo_gap_ev": [8.24, 8.23], "elements": ["C", "C", "N", "N", "N", "O", "H", "H", "H", "H", "H", "H", "H"], "xyz": [[0.36, -0.82, -0.21], [2.30, 0.38, -1.08], [-0.47, -0.02, 0.16], [-2.25, 1.09, 1.21], [-1.87, -0.14, 0.69], [0.59, -2.12, -0.29], [3.02, 0.35, -0.21], [2.48, -0.22, -1.90], [1.66, 1.29, -0.98], [-1.54, 1.33, 1.90], [-2.06, 1.92, 0.54], [-2.42, -0.38, -0.15], [0.19, -2.67, 0.32]], "lowdin_charge": [-0.2984, 0.0759, 0.0329, -0.0733, -0.1455, 0.0908, 0.0182, -0.0499, 0.0079, 0.0652, 0.0948, 0.1113, 0.0701]}

=====

3.
{"formula": "C2H7N3O", "method": "ωB97M-V with the def2-TZVPD basis set", "homo_ha": -0.2728, "lumo_ha": 0.02112, "multiplicity": 1, "homo_lumo_gap_ev": 8.00, "elements": ["C", "C", "O", "N", "N", "N", "H", "H", "H", "H", "H", "H", "H"], "xyz": [[-2.05, -0.65, -0.08], [-0.75, 0.04, 0.10], [-0.77, 1.35, 0.36], [0.58, -0.63, 0.14], [1.64, 0.19, 0.46], [2.82, 0.01, -0.15], [-1.84, -1.63, 0.41], [-2.82, -0.25, 0.53], [-2.39, -0.54, -1.12], [-1.56, 1.71, 0.05], [1.31, 1.10, 0.54], [2.88, 0.20, -1.23], [2.95, -0.91, -0.01]], "lowdin_charge": [-0.0475, -0.3679, 0.0552, 0.0597, -0.2313, -0.0161, 0.1052, 0.0603, 0.0943, 0.0807, 0.0734, 0.1182, 0.0159]}

=====

4.
{"formula": "C2H7N3O", "method": "ωB97M-V with the def2-TZVPD basis set", "homo_ha": -0.3336, "lumo_ha": 0.03203, "multiplicity": 1, "homo_lumo_gap_ev": 9.95, "elements": ["H", "N", "C", "N", "N", "C", "O", "H", "H", "H", "H", "H", "H"], "xyz": [[0.85, 1.03, -1.74], [-0.13, 1.06, -1.47], [-0.32, 0.73, -0.24], [-1.59, 0.80, 0.29], [0.59, 0.08, 0.61], [0.08, -1.43, 0.13], [1.92, 0.28, 0.15], [-2.18, 1.45, -0.22], [-1.62, 0.90, 1.29], [0.14, -1.96, 1.07], [0.78, -1.79, -0.63], [-0.95, -1.58, -0.19], [2.43, 0.43, 0.95]], "lowdin_charge": [0.0340, 0.1228, -0.6177, 0.1088, -0.1048, 0.0104, -0.0546, 0.0948, 0.0922, 0.0635, 0.0791, 0.0702, 0.1011]}

=====

5.
{"formula": "C2H7N3O", "method": "ωB97M-V with the def2-TZVPD basis set", "homo_ha": [-0.5164, -0.5126], "lumo_ha": [-0.19316, -0.32145], "total_charge": 1, "multiplicity": 2, "homo_lumo_gap_ev": [8.80, 5.20], "elements": ["N", "C", "N", "H", "H", "H", "H", "C", "N", "O", "H", "H", "H"], "xyz": [[-0.18, 1.41, 1.12], [-1.33, 1.38, 0.32], [-1.38, 0.70, -0.79], [0.02, 2.45, 1.46], [0.71, 0.91, 0.96], [-2.11, 2.01, 0.70], [-1.86, 1.23, -1.43], [1.51, -1.72, 0.03], [0.51, -1.60, -0.89], [1.80, -0.95, 0.97], [2.11, -2.55, -0.04], [-0.34, -1.15, -0.66], [0.51, -2.12, -1.76]], "mulliken_spin": [0.4039, -0.1114, 0.7014, -0.0153, -0.0133, 0.0118, -0.0107, -0.0027, 0.0193, 0.0158, 0.0025, 0.0001, -0.0014]}

=====

6.
{"formula": "C2H7N3O2", "method": "ωB97M-V with the def2-TZVPD basis set", "homo_ha": [-0.2720, -0.2685], "lumo_ha": [0.01716, 0.02193], "multiplicity": 1, "homo_lumo_gap_ev": [7.87, 7.90], "elements": ["C", "C", "N", "N", "O", "N", "O", "H", "H", "H", "H", "H", "H", "H"], "xyz": [[0.73, -1.41, -0.45], [-1.16, 0.48, -1.12], [0.67, -0.37, 0.41], [1.54, -0.21, 1.47], [-1.74, 1.71, -1.13], [-0.35, 0.45, 0.38], [-0.40, 1.44, 1.19], [-1.75, 2.04, -0.20], [1.13, 0.49, 2.10], [1.70, -1.09, 1.95], [1.28, -2.28, -0.11], [0.67, -1.29, -1.51], [-0.47, 0.37, -1.97], [-1.86, -0.34, -1.01]], "lowdin_charge": [-0.0262, -0.1246, -0.2434, 0.1358, -0.0341, -0.1835, -0.1175, 0.0919, 0.0918, 0.1036, 0.0417, 0.0373, 0.1090, 0.1181]}

=====

7.
{"formula": "C2H7N3O2", "method": "ωB97M-V with the def2-TZVPD basis set", "homo_ha": [-0.3043, -0.3043], "lumo_ha": [0.00498, 0.00490], "multiplicity": 1, "homo_lumo_gap_ev": [8.41, 8.41], "elements": ["C", "N", "O", "N", "C", "N", "O", "H", "H", "H", "H", "H", "H", "H"], "xyz": [[1.08, -1.22, -0.06], [1.03, 0.58, 0.14], [0.79, 1.32, 1.34], [-0.22, 0.34, -0.44], [-1.42, -0.08, 0.31], [-0.51, 1.33, -1.42], [-0.66, 0.92, -2.54], [0.48, -1.83, -0.73], [1.00, -1.57, 0.97], [2.10, -1.21, -0.42], [1.51, 1.96, 1.36], [-2.20, -0.34, -0.40], [-1.24, -0.93, 0.96], [-1.75, 0.74, 0.94]], "lowdin_charge": [0.0485, -0.0891, -0.0599, -0.3545, -0.0532, -0.0178, 0.0197, 0.0665, 0.0574, 0.0543, 0.0884, 0.0866, 0.0776, 0.0756]}

=====

8.
{"formula": "C2H7N3O2", "method": "ωB97M-V with the def2-TZVPD basis set", "homo_ha": -0.7267, "lumo_ha": -0.33366, "total_charge": 2, "multiplicity": 1, "homo_lumo_gap_ev": 10.70, "elements": ["N", "C", "N", "O", "O", "C", "N", "H", "H", "H", "H", "H", "H", "H"], "xyz": [[-0.89, -1.66, -0.37], [0.12, -0.85, -0.09], [1.25, -0.99, 0.50], [2.16, -0.04, 0.24], [1.43, 0.89, -0.66], [0.09, 0.65, -0.52], [-0.59, 1.59, 0.48], [-1.67, -1.33, -0.97], [-0.91, -2.70, -0.05], [1.65, -1.91, 0.89], [-0.42, 0.86, -1.47], [-0.82, 2.54, 0.06], [0.16, 1.67, 1.08], [-1.55, 1.28, 0.87]], "lowdin_charge": [0.2532, -0.2174, 0.1441, 0.1126, 0.1126, -0.1902, 0.2988, 0.1743, 0.2199, 0.2783, 0.2035, 0.2345, 0.1365, 0.2393]}

=====

9.
{"formula": "C2H7N3O3", "method": "ωB97M-V with the def2-TZVPD basis set", "homo_ha": [-0.3471, -0.3471], "lumo_ha": [0.01625, 0.01624], "multiplicity": 1, "homo_lumo_gap_ev": [9.89, 9.89], "elements": ["C", "O", "O", "O", "H", "H", "N", "N", "C", "N", "H", "H", "H", "H", "H"], "xyz": [[0.94, 0.42, 0.16], [1.81, -0.40, 0.93], [1.67, 0.93, -0.91], [0.24, 1.30, 0.91], [2.54, 1.19, -0.57], [1.47, -0.37, 1.83], [-2.15, 0.81, 0.21], [-0.18, -1.83, -0.39], [-0.26, -0.41, -0.41], [-1.18, 0.09, 0.64], [-2.00, 1.43, -0.59], [-2.75, 1.19, 0.94], [0.73, -2.14, -0.07], [-0.35, -2.23, -1.30], [-0.54, 0.00, -1.39]], "lowdin_charge": [-0.7280, 0.0322, 0.0539, -0.0395, 0.1063, 0.1113, 0.0818, 0.0902, -0.3182, 0.0503, 0.1301, 0.1253, 0.0789, 0.0771, 0.1482]}

=====

10.
{"formula": "C2H7N3OS", "method": "ωB97M-V with the def2-TZVPD basis set", "homo_ha": -0.3165, "lumo_ha": 0.02094, "multiplicity": 1, "homo_lumo_gap_ev": 9.18, "elements": ["N", "N", "C", "C", "S", "N", "O", "H", "H", "H", "H", "H", "H", "H"], "xyz": [[2.27, -0.73, -0.39], [0.97, -1.13, -0.31], [0.14, -0.32, 0.24], [-1.28, -0.80, 0.47], [-2.43, 0.14, -0.59], [0.46, 1.00, 0.67], [1.03, 1.78, -0.35], [2.33, 0.26, -0.49], [2.71, -1.25, -1.15], [-1.55, -0.63, 1.50], [-1.31, -1.85, 0.26], [-3.42, 0.27, 0.30], [-0.36, 1.50, 0.97], [0.43, 1.75, -1.14]], "lowdin_charge": [0.0212, 0.0061, -0.4569, -0.4867, 0.7064, -0.0351, -0.0917, 0.0438, 0.0881, 0.0702, 0.0607, -0.1500, 0.1068, 0.1169]}

=====

Results for energy relative to the best compared isomer or geometry (same formula, charge and spin): 8.86 167.94 111.56 79.36 31.68 168.93 219.69 58.15 86.30 46.17 (in kcal per mole, following the order of the records).
Results for molar mass: 73.099 89.098 89.098 89.098 89.098 105.097 105.097 105.097 121.096 121.165 (in g/mol, following the order of the records).